# C10H11F2N2V

A structure of composition C10H11F2N2V (wB97M-V/def2-TZVPD, the Open Molecules 2025 dataset).

Frontier orbital gap (alpha / beta) = 4.2 / 5.5 eV
Total charge = +3
Multiplicity = 4
DFT total energy = -1639.64207 hartree

Positions of all 26 atoms, in Å:
V  -0.63923  -1.95732  0.24464
F  0.65260  -0.43501  -0.21241
F  -4.69883  5.26315  -0.30859
C  -3.74623  4.32357  -0.45564
C  -3.97173  2.99680  -0.02708
C  -2.99620  2.07533  -0.30880
C  -1.78407  2.43421  -0.95517
C  -1.52964  3.80543  -1.27913
C  -2.53111  4.73204  -1.07565
H  -4.85280  2.66048  0.49925
H  -3.14392  1.01536  -0.16367
H  -1.02910  1.69248  -1.17026
H  -0.64079  4.13806  -1.79460
H  -2.33725  5.76100  -1.34036
C  3.12221  -4.08348  -1.66348
C  1.87761  -3.60982  -1.17266
N  0.85843  -3.27986  -0.80485
H  3.96386  -3.59876  -1.16874
H  3.15936  -3.89006  -2.73554
H  3.24557  -5.15251  -1.49016
C  3.26927  -2.55164  3.13016
C  1.97781  -2.36151  2.48732
N  0.91838  -2.22536  2.01568
H  3.19364  -3.11984  4.05726
H  3.67073  -1.53917  3.17295
H  3.99138  -3.09355  2.51942

Atomic partial charges in e from the Mulliken method, atoms 1 to 8: number 1, V, carries 1.64; number 2, F, carries -0.38; number 3, F, carries -0.14; number 4, C, carries 0.49; number 5, C, carries -0.43; number 6, C, carries -0.06; number 7, C, carries -0.09; number 8, C, carries -0.43